Entry 1:
{
  "formula": "C4H9FN2",
  "method": "wB97M-V/def2-TZVPD",
  "e_homo_ev": -9.0598,
  "energy_ev": -9991.6108,
  "e_above_lowest_kcal_mol": 3.5,
  "smiles": "[H]/N=C(/N)C[C@H](C)F",
  "e_lumo_ev": 0.95,
  "gap_ev": 10.013,
  "elements": ["C", "C", "C", "C", "H", "H", "H", "H", "H", "H", "H", "H", "H", "N", "N", "F"],
  "positions_angstrom": [[2.26, -0.53, -0.17], [0.92, 0.15, -0.34], [-0.26, -0.48, 0.38], [-1.66, 0.05, 0.01], [2.28, -1.60, -0.51], [3.16, 0.04, -0.47], [2.41, -0.57, 0.89], [0.66, 0.30, -1.35], [-0.16, -0.27, 1.43], [-0.23, -1.60, 0.31], [-2.60, 1.86, -0.23], [-0.97, 2.02, 0.31], [-2.49, -1.61, -0.03], [-1.72, 1.42, -0.11], [-2.74, -0.67, -0.23], [1.13, 1.49, 0.09]],
  "nbo_charge": [-0.65, 0.21, -0.52, 0.45, 0.22, 0.24, 0.21, 0.17, 0.23, 0.23, 0.40, 0.41, 0.33, -0.83, -0.72, -0.39]
}


Entry 2:
{
  "formula": "CH3INO",
  "method": "wB97M-V/def2-TZVPD",
  "e_homo_ev": -3.2210,
  "energy_ev": -12725.3343,
  "e_above_lowest_kcal_mol": 0.0,
  "total_charge": -1,
  "e_lumo_ev": 2.63,
  "gap_ev": 5.852,
  "elements": ["C", "N", "O", "I", "H", "H", "H"],
  "positions_angstrom": [[2.15, -0.48, 0.36], [2.56, 0.44, -0.16], [-0.55, 1.94, -0.23], [-5.62, -3.86, 0.20], [-0.41, 1.45, -1.03], [0.37, 1.81, 0.17], [1.50, -1.31, 0.68]],
  "nbo_charge": [0.08, -0.34, -0.93, -1.00, 0.46, 0.47, 0.26]
}


Entry 3:
{
  "formula": "C5H7N5",
  "method": "wB97M-V/def2-TZVPD",
  "e_homo_ev": -7.0631,
  "energy_ev": -12743.5104,
  "e_above_lowest_kcal_mol": 121.4,
  "e_lumo_ev": 0.70,
  "gap_ev": 7.762,
  "elements": ["C", "C", "C", "C", "C", "N", "N", "N", "N", "N", "H", "H", "H", "H", "H", "H", "H"],
  "positions_angstrom": [[-0.60, 0.35, 0.76], [-1.38, 0.56, -0.32], [-0.59, 0.39, -1.45], [0.81, -0.03, 0.62], [0.81, -1.00, -2.60], [-0.33, -0.40, -2.32], [1.58, -0.38, -0.32], [1.65, -1.03, -1.47], [-2.71, 0.97, -0.49], [1.34, 0.08, 1.99], [-0.90, 0.28, 1.79], [0.89, -1.72, -3.40], [2.57, -1.45, -1.57], [-3.07, 0.97, -1.35], [-3.06, 1.66, 0.18], [1.90, -0.76, 2.18], [2.00, 0.84, 1.96]],
  "nbo_charge": [-0.38, 0.06, 0.35, 0.31, 0.06, -0.38, -0.35, -0.36, -0.79, -0.84, 0.25, 0.21, 0.39, 0.38, 0.39, 0.35, 0.36]
}


Entry 4:
{
  "formula": "C15H22AgAsBr3F6NO8",
  "method": "wB97M-V/def2-TZVPD",
  "e_homo_ev": -10.0571,
  "energy_ev": -325045.8613,
  "e_lumo_ev": -5.39,
  "gap_ev": 4.667,
  "elements": ["Ag", "As", "F", "F", "F", "F", "F", "F", "C", "C", "C", "C", "C", "C", "N", "O", "O", "H", "H", "H", "H", "H", "C", "C", "O", "C", "O", "O", "C", "H", "H", "H", "H", "H", "H", "H", "H", "C", "C", "O", "C", "O", "O", "C", "H", "H", "H", "H", "H", "H", "H", "H", "C", "Br", "Br", "Br", "H"],
  "positions_angstrom": [[33.71, 21.03, 14.79], [27.56, 20.69, 12.58], [26.50, 20.63, 11.10], [27.81, 18.92, 12.64], [28.61, 20.78, 14.07], [27.46, 22.46, 12.52], [26.08, 20.57, 13.54], [29.00, 20.77, 11.54], [28.94, 14.59, 5.53], [29.50, 14.48, 4.29], [30.84, 14.21, 4.28], [31.57, 13.90, 5.43], [30.88, 13.92, 6.65], [29.52, 14.26, 6.72], [32.95, 13.55, 5.33], [33.66, 13.35, 6.34], [33.36, 13.27, 4.19], [27.87, 14.74, 5.54], [28.96, 14.61, 3.37], [31.44, 14.24, 3.38], [31.34, 13.42, 7.49], [29.04, 14.10, 7.68], [23.35, 9.54, 21.64], [22.91, 10.99, 21.85], [23.80, 11.71, 21.01], [23.47, 12.99, 20.73], [22.72, 13.72, 21.31], [23.98, 13.32, 19.53], [24.01, 14.65, 19.10], [22.49, 9.01, 22.04], [24.11, 9.25, 22.37], [23.58, 9.28, 20.61], [23.09, 11.40, 22.84], [21.87, 11.17, 21.57], [24.83, 14.74, 18.39], [24.01, 15.41, 19.88], [23.11, 14.72, 18.49], [31.81, 13.84, 15.72], [32.67, 14.51, 14.61], [33.99, 14.34, 14.91], [34.65, 15.17, 15.85], [34.15, 16.17, 16.39], [35.92, 14.88, 15.86], [36.44, 13.57, 15.64], [31.47, 14.62, 16.40], [32.26, 13.08, 16.36], [30.97, 13.34, 15.23], [32.49, 15.56, 14.38], [32.51, 13.94, 13.69], [37.52, 13.66, 15.71], [36.17, 13.08, 14.70], [36.23, 12.96, 16.52], [29.36, 25.42, 7.25], [30.34, 23.78, 6.43], [27.63, 25.82, 6.22], [30.44, 27.10, 7.06], [29.21, 25.21, 8.31]],
  "nbo_charge": [1.00, 2.80, -0.63, -0.63, -0.66, -0.63, -0.62, -0.64, -0.16, -0.22, -0.16, 0.01, -0.15, -0.22, 0.50, -0.38, -0.38, 0.22, 0.23, 0.24, 0.23, 0.24, -0.63, -0.06, -0.51, 0.99, -0.63, -0.51, -0.26, 0.21, 0.21, 0.23, 0.19, 0.18, 0.20, 0.20, 0.19, -0.65, -0.06, -0.53, 1.00, -0.64, -0.50, -0.26, 0.22, 0.22, 0.22, 0.19, 0.19, 0.20, 0.21, 0.19, -0.38, 0.04, 0.06, 0.06, 0.22]
}


Entry 5:
{
  "formula": "C11H44CrN22O15P",
  "method": "wB97M-V/def2-TZVPD",
  "e_homo_ev": [-6.7766, -7.1924],
  "energy_ev": -113347.4252,
  "e_above_lowest_kcal_mol": 0.0,
  "spin_multiplicity": 5,
  "total_charge": -1,
  "e_lumo_ev": [1.93, 1.92],
  "gap_ev": [8.710, 9.108],
  "elements": ["Cr", "P", "O", "O", "O", "O", "C", "O", "N", "N", "H", "H", "H", "H", "C", "O", "N", "N", "H", "H", "H", "H", "C", "O", "N", "N", "H", "H", "H", "H", "C", "O", "N", "N", "H", "H", "H", "H", "C", "O", "N", "N", "H", "H", "H", "H", "C", "O", "N", "N", "H", "H", "H", "H", "C", "O", "N", "N", "H", "H", "H", "H", "C", "O", "N", "N", "H", "H", "H", "H", "C", "O", "N", "N", "H", "H", "H", "H", "C", "O", "N", "N", "H", "H", "H", "H", "C", "O", "N", "N", "H", "H", "H", "H"],
  "positions_angstrom": [[11.28, -2.75, 12.89], [11.92, -0.94, 14.68], [12.74, -2.26, 14.33], [12.92, 0.10, 15.10], [10.77, -1.10, 15.73], [11.09, -0.68, 13.28], [11.38, -6.10, 13.52], [11.61, -4.92, 13.26], [12.25, -7.07, 13.67], [10.02, -6.44, 13.64], [13.16, -6.85, 14.07], [11.90, -8.00, 13.90], [9.32, -5.71, 13.56], [9.82, -7.39, 13.97], [16.29, -0.09, 16.28], [17.34, -0.65, 15.92], [16.09, 1.25, 16.16], [15.15, -0.68, 16.68], [15.18, 1.62, 16.00], [16.80, 1.72, 15.60], [14.33, -0.15, 16.55], [15.13, -1.68, 16.86], [13.26, 3.49, 12.89], [14.05, 4.41, 12.55], [11.94, 3.80, 13.22], [13.64, 2.16, 12.84], [11.52, 4.68, 13.02], [11.32, 3.08, 13.52], [14.64, 2.12, 12.80], [13.27, 1.56, 13.67], [9.00, -1.90, 11.09], [9.60, -2.82, 11.77], [7.69, -1.66, 11.34], [9.52, -1.14, 10.03], [7.09, -1.19, 10.68], [7.26, -1.93, 12.24], [10.55, -1.10, 10.17], [9.10, -0.25, 10.13], [15.59, -5.36, 14.03], [14.79, -6.27, 14.10], [15.62, -4.34, 14.97], [16.53, -5.17, 13.13], [14.79, -4.28, 15.54], [15.84, -3.39, 14.65], [16.45, -5.76, 12.34], [16.81, -4.24, 12.89], [9.51, 1.76, 18.02], [9.38, 2.67, 18.81], [8.54, 0.89, 17.65], [10.70, 1.53, 17.38], [8.91, 0.02, 17.24], [7.71, 0.94, 18.20], [11.45, 2.21, 17.48], [10.88, 0.67, 16.85], [11.81, -4.15, 17.67], [11.37, -5.05, 18.39], [11.57, -2.90, 18.02], [12.61, -4.23, 16.57], [11.73, -2.15, 17.36], [10.88, -2.88, 18.74], [12.61, -5.14, 16.15], [12.79, -3.45, 15.96], [13.20, -1.33, 10.34], [12.09, -1.84, 10.20], [14.36, -2.05, 10.07], [13.35, -0.10, 10.83], [15.18, -1.58, 10.45], [14.42, -3.05, 9.90], [14.24, 0.30, 11.01], [12.52, 0.35, 11.16], [9.21, 1.99, 12.63], [8.76, 3.08, 12.21], [10.24, 1.34, 12.04], [8.75, 1.25, 13.70], [10.70, 0.53, 12.44], [10.80, 2.01, 11.52], [8.12, 1.69, 14.31], [9.30, 0.42, 13.96], [16.40, -0.80, 12.52], [16.42, -0.40, 11.35], [17.70, -0.95, 13.15], [15.32, -1.17, 13.33], [18.44, -0.54, 12.64], [17.77, -0.77, 14.18], [14.39, -1.05, 12.94], [15.36, -1.23, 14.33], [7.95, -3.10, 14.87], [6.92, -3.76, 14.71], [8.02, -1.72, 14.87], [9.28, -3.63, 15.05], [7.25, -1.14, 14.71], [8.97, -1.34, 14.99], [9.84, -2.94, 15.47], [9.31, -4.56, 15.57]],
  "mulliken_charge": [0.35, 0.58, 0.24, -0.58, -1.12, 1.75, 0.39, -0.45, -0.38, -0.42, 0.39, 0.19, 0.16, 0.17, 0.71, -0.78, -0.49, -0.19, 0.23, 0.26, -0.03, 0.20, 0.39, -0.73, -0.22, -0.04, 0.22, 0.12, 0.24, -0.09, 0.46, -0.38, -0.32, -0.56, 0.21, 0.18, 0.33, 0.31, 0.64, -0.78, -0.44, -0.49, 0.22, 0.28, 0.26, 0.24, 0.46, -0.70, -0.35, -0.18, 0.23, 0.21, 0.14, 0.06, 0.48, -0.76, -0.28, -0.28, 0.11, 0.22, 0.01, -0.04, 0.46, -0.77, -0.42, -0.13, 0.19, 0.25, 0.31, 0.05, 0.19, -0.75, -0.12, -0.11, -0.40, 0.34, 0.24, -0.28, 0.18, -0.78, -0.47, 1.05, 0.25, 0.34, -0.70, 0.00, 0.37, -0.74, 0.09, 0.19, 0.23, -0.67, -0.25, 0.33]
}


Entry 6:
{
  "formula": "C4H10N2O2S",
  "method": "wB97M-V/def2-TZVPD",
  "e_homo_ev": -8.7239,
  "energy_ev": -22219.6964,
  "e_above_lowest_kcal_mol": 4.2,
  "smiles": "CN[C@](N)(CS)C(=O)O",
  "e_lumo_ev": 0.63,
  "gap_ev": 9.355,
  "elements": ["C", "C", "C", "C", "N", "N", "O", "O", "S", "H", "H", "H", "H", "H", "H", "H", "H", "H", "H"],
  "positions_angstrom": [[-1.60, 0.53, 0.20], [0.01, -1.86, 1.10], [0.95, 1.12, 0.69], [-0.06, 0.26, -0.28], [0.00, 0.52, -1.67], [0.21, -1.14, -0.15], [-2.54, -0.02, -0.54], [-1.80, 1.04, 1.26], [2.12, 2.14, -0.15], [-1.03, -2.13, 1.12], [0.60, -2.75, 0.92], [0.33, -1.31, 1.96], [1.40, 0.36, 1.31], [0.37, 1.77, 1.42], [-0.85, 0.82, -2.15], [0.62, 1.30, -1.77], [-2.21, -0.53, -1.30], [1.01, -1.38, -0.79], [2.46, 1.24, -1.20]],
  "nbo_charge": [0.78, -0.41, -0.60, 0.19, -0.86, -0.67, -0.67, -0.57, 0.00, 0.20, 0.21, 0.18, 0.21, 0.27, 0.37, 0.37, 0.50, 0.39, 0.12]
}